Molecular formula: C3H7N2O2
Method: DFT, ωB97M-V/def2-TZVPD

The geometry in XYZ format:
```
14
Properties=species:S:1:pos:R:3:forces:R:3:nbo_charge:R:1
O -2.58350 0.36842 -0.10607 -3.10 -1.05 0.08 -0.6883
C -1.34934 -0.11984 -0.16826 -0.38 -0.07 0.50 0.3786
C -0.77852 -1.30125 -0.27514 2.50 -0.32 0.74 -0.1014
N 0.61488 -1.25966 0.06612 -1.26 2.31 0.54 -0.6166
C 1.05853 0.11449 0.26073 -0.10 -0.32 2.99 0.4643
O 2.00015 0.46809 -0.56355 3.31 2.10 -1.18 -0.6631
N -0.33630 0.98511 0.05075 -2.18 -0.75 2.84 -0.6051
H -3.40606 -0.27973 0.02912 3.11 1.67 -0.48 0.5500
H -0.97673 -2.34060 -0.43967 -1.60 0.04 -0.24 0.2646
H 1.21624 -1.87092 -0.43611 0.70 -0.05 -0.58 0.4190
H 1.43322 0.37562 1.29921 -1.33 -0.57 -0.66 0.1817
H 2.73400 1.04859 -0.12402 -2.05 -1.47 -1.19 0.5235
H -0.38353 1.53601 -0.74915 0.73 1.04 -2.57 0.4280
H -0.77387 1.75224 0.74426 1.64 -2.56 -0.79 0.4646
```
Forces are in eV/Å.

energy above the lowest of the compared OMol25 structures with the same formula, charge and spin	52.1	kcal/mol
SMILES string	OC1=CN[C@@H](O)[NH2+]1
net charge	+1

Molecular formula: C15H29BF9O5
Method: DFT, ωB97M-V/def2-TZVPD

The geometry in XYZ format:
```
59
Properties=species:S:1:pos:R:3:forces:R:3:nbo_charge:R:1
O -0.52012 -2.18462 -1.38141 -0.35 3.24 1.08 -0.6589
C -0.52547 -0.97366 -1.03465 2.27 -3.15 -1.23 0.6506
O 0.67684 -0.28334 -1.12967 -3.54 -0.18 0.48 -0.4971
C 0.45396 1.17582 -1.23241 -0.65 1.50 -0.61 -0.0855
C 0.73138 1.71317 -2.72850 0.88 -1.57 1.12 -0.6445
B 0.92143 3.34496 -2.79174 -1.01 -0.37 -1.20 -0.1447
C -0.51254 4.17702 -3.02510 0.76 0.96 0.08 -0.6435
C -1.13682 4.48294 -1.59432 0.15 0.59 -0.10 -0.4817
C -2.52733 3.86211 -1.19946 1.31 1.22 1.65 0.6520
F -3.41081 4.95592 -0.88945 0.79 -2.32 -0.63 -0.3555
F -2.34026 3.14903 0.03800 -0.92 0.80 -2.10 -0.3582
C -3.24687 2.89496 -2.22244 -0.43 -0.15 -1.11 0.6018
F -3.64018 3.70048 -3.33445 0.87 -1.66 1.86 -0.3267
F -2.44218 1.81439 -2.65877 -1.50 2.78 0.82 -0.2959
C -4.60567 2.21561 -1.69909 0.05 -1.56 1.08 0.5739
F -5.08691 2.71803 -0.49024 0.89 -0.56 -2.27 -0.2954
F -4.32777 0.83683 -1.46614 -0.70 2.59 -0.44 -0.3153
C -5.81256 2.24068 -2.73940 -2.57 -0.73 -0.20 0.9330
F -6.42964 3.50406 -2.85404 1.87 -2.79 -0.11 -0.3100
F -5.51499 1.67677 -3.98104 -0.39 1.73 2.65 -0.3010
F -6.82224 1.40723 -2.18719 1.99 1.61 -1.06 -0.3299
H -1.49702 -0.54701 -0.62800 1.45 0.34 -0.47 0.1454
H -0.63438 1.36053 -0.91225 1.48 -0.12 -0.50 0.1552
H 1.09175 1.72655 -0.45900 -0.55 -1.08 -1.21 0.2054
H -0.01416 1.28774 -3.48352 0.72 0.44 1.12 0.1893
H 1.75045 1.25780 -3.02033 -1.40 0.47 0.47 0.2033
H 1.52630 3.75778 -1.84426 0.13 0.26 0.71 -0.0732
H 1.60064 3.57986 -3.75413 0.41 0.06 -0.59 -0.0591
H -1.18359 3.69700 -3.79953 0.52 0.51 1.09 0.2004
H -0.17858 5.18459 -3.47514 -0.81 -1.31 0.64 0.2007
H -1.21240 5.62451 -1.47841 -0.36 -1.72 -0.01 0.2308
H -0.36673 4.16783 -0.80204 -1.37 0.18 -1.09 0.2526
C -0.71887 -5.57456 1.02408 -0.01 -0.21 0.02 -0.6323
C -1.12876 -4.27746 1.69455 0.22 0.21 -0.42 -0.0568
O -0.36163 -3.19732 1.18579 -0.07 -0.17 0.28 -0.7492
H 0.34326 -5.77224 1.18962 -0.08 0.03 0.07 0.2064
H -1.29924 -6.41598 1.41208 0.02 -0.02 -0.06 0.1969
H -0.86745 -5.51391 -0.05749 -0.09 0.00 0.07 0.2077
H -0.95869 -4.33426 2.77235 0.02 0.11 -0.05 0.1644
H -2.19018 -4.06777 1.52276 -0.10 -0.17 0.12 0.1513
H -0.52415 -3.14604 0.22758 0.13 0.21 0.11 0.4953
C 0.91119 -0.60409 3.90706 -0.14 -0.06 0.03 -0.6277
C 1.88933 -0.83040 2.77122 0.07 0.12 0.18 -0.0836
O 2.27315 0.41777 2.19956 0.10 0.14 -0.19 -0.7184
H 0.02296 -0.07771 3.54850 0.05 -0.11 -0.04 0.2126
H 0.60326 -1.55328 4.35216 0.00 0.05 0.02 0.2072
H 1.36002 0.02068 4.68585 0.04 -0.10 0.04 0.1838
H 1.43047 -1.43572 1.98714 0.05 0.18 -0.04 0.2057
H 2.78700 -1.34642 3.12456 -0.18 -0.14 0.06 0.1653
H 2.68506 0.94301 2.89641 -0.10 -0.07 -0.14 0.4503
C 6.18330 -3.85967 2.36072 0.08 -0.14 -0.01 -0.6313
C 4.75293 -3.41108 2.58842 0.29 0.26 -0.08 -0.0669
O 4.65712 -2.66032 3.79428 -0.02 -0.05 0.25 -0.7230
H 6.53164 -4.46976 3.19815 -0.08 -0.02 -0.07 0.2057
H 6.26808 -4.44235 1.44048 0.05 0.05 0.02 0.2118
H 6.85302 -2.99734 2.29367 -0.05 -0.02 -0.12 0.1958
H 4.09124 -4.27475 2.67631 -0.04 0.16 0.13 0.1783
H 4.40201 -2.79022 1.75826 -0.04 -0.17 -0.11 0.1726
H 5.23708 -1.89364 3.70665 -0.12 -0.12 0.00 0.4601
```
Forces are in eV/Å.

net charge	-1

no.,HOMO level (eV),DFT total energy (Ha),strongest force on any atom (eV Å⁻¹)
1,-12.8,-378.1707,4.1
2,-5.2,-1888.7360,4.1